Record 1
C9H18ClIO3PRu as an isolated structure in a non-equilibrium geometry. Source: OMol25; level of theory: ωB97M-V with the def2-TZVPD basis set.

The geometry in ORCA input format:
```
! RIJCOSX wB97M-V def2-TZVPD def2/J DEFGRID3
* xyz 3 5
P 1.28 -0.73 -1.75
H 0.62 -3.08 -1.64
H 3.30 -0.50 -0.45
C -1.19 0.94 3.81
H 2.31 -2.92 -2.25
C -2.83 0.93 -3.78
I -2.02 1.35 -1.64
C 1.57 -2.54 -1.53
H -1.37 2.02 3.69
H -3.64 2.16 -5.36
H 0.62 -1.37 2.59
O -1.62 -2.49 -0.01
Ru -0.19 0.12 -0.38
H 1.44 0.02 1.79
H 0.01 -0.94 -3.78
C -1.02 -1.50 -0.21
C 0.77 -0.27 2.63
H 1.76 -0.80 -4.12
O -1.16 0.64 1.49
H -1.88 2.34 -5.03
H 1.95 -2.70 -0.51
H 1.25 -0.05 3.59
H 2.93 0.98 -1.37
H -3.10 3.03 -3.90
H 3.67 -0.44 -2.20
C 2.97 -0.12 -1.42
H 0.81 0.65 -3.64
C 0.94 -0.43 -3.49
C -0.55 0.41 2.56
H -0.57 0.79 4.70
Cl 1.11 2.03 0.07
H -2.16 0.46 3.96
O -3.15 -0.19 -4.05
C -2.87 2.20 -4.57
*
```

F_max (eV/Å): 8.80
Lowest unoccupied orbital energy (spin up / spin down) (eV): -11.40 / -15.31
E_HOMO (spin up / spin down) (eV): -20.36 / -21.25
Orbital gap (spin up / spin down) (eV): 9.0 / 5.9
Expectation value of S²: 6.030


Record 2
C9H18I2N3 as an isolated structure in a non-equilibrium geometry. Source: OMol25; level of theory: ωB97M-V with the def2-TZVPD basis set.

The geometry in ORCA input format:
```
! RIJCOSX wB97M-V def2-TZVPD def2/J DEFGRID3
* xyz 1 1
H 3.60 0.72 -0.62
H -0.79 1.72 0.15
C -1.53 -0.15 1.04
H -1.38 -1.22 -1.55
H 3.21 -2.79 -0.56
C 1.56 -0.42 1.48
H 2.97 -1.09 -1.10
H -4.30 -0.67 1.10
C -2.58 0.08 -0.16
H -1.04 -1.17 0.88
I 3.47 -2.71 2.47
C 2.48 -1.91 -0.52
C -0.40 1.00 0.94
H 1.04 3.05 -0.92
H -3.78 -1.79 -0.32
H -4.74 -0.21 -0.62
C 1.72 1.26 -0.23
C -3.95 -0.72 0.02
H -0.29 1.60 1.89
H 1.50 -2.27 -0.95
H -2.60 -0.14 -2.44
H 3.44 2.27 -0.23
H 1.16 1.76 -2.19
C 2.34 -1.51 1.01
H -2.85 1.20 -0.16
N 1.29 2.10 -1.24
I 1.54 -0.02 3.60
H -1.11 0.62 -1.73
H -2.12 -0.09 2.00
C -1.89 -0.20 -1.57
N 0.86 0.36 0.45
N 3.16 1.32 0.09
*
```

F_max (eV/Å): 5.54
Lowest unoccupied orbital energy (eV): -5.27
E_HOMO (eV): -12.12
Orbital gap (eV): 6.9


Record 3
C9H18N2O3S as an isolated structure in a non-equilibrium geometry. Source: OMol25; level of theory: ωB97M-V with the def2-TZVPD basis set.

The geometry in ORCA input format:
```
! RIJCOSX wB97M-V def2-TZVPD def2/J DEFGRID3
* xyz 0 1
H 2.53 0.63 2.04
C 4.14 -0.69 -0.85
H -4.55 -0.57 1.14
H 3.28 1.18 0.23
C -3.11 -0.77 -0.50
O -0.42 2.76 -0.99
H -5.07 0.15 -0.59
O -1.47 -1.49 1.05
H 1.51 -0.20 -1.51
S -4.09 1.94 0.41
H 3.64 -1.85 -1.08
H 1.24 -1.40 -0.11
H 2.92 -1.20 1.86
C -1.71 -0.76 0.12
H -1.27 0.79 -1.20
C -4.25 0.08 0.19
H -0.08 3.55 -1.16
H -3.20 -0.65 -1.58
H -2.60 -2.54 0.27
N -3.72 -2.17 -0.36
H 4.35 0.02 1.79
H -3.89 -2.86 -1.52
H -3.66 1.80 2.17
H 5.20 -0.79 -0.26
C 0.61 2.02 -0.18
C 0.31 0.48 0.10
O 1.55 2.45 0.47
C 3.30 -0.12 1.57
C 3.03 0.04 0.08
N -0.89 0.14 -0.48
H 0.39 0.54 1.34
C 1.56 -0.39 -0.44
H 4.42 -0.14 -2.03
*
```

F_max (eV/Å): 8.12
Lowest unoccupied orbital energy (eV): -0.25
E_HOMO (eV): -9.15
Energy relative to the best compared isomer or geometry (same formula, charge and spin) (kJ/mol): 905.6
Orbital gap (eV): 8.9